{
  "formula": "C31H42Cl6F4O24",
  "method": "ωB97M-V/def2-TZVPD",
  "elements": ["O", "C", "O", "C", "C", "F", "O", "H", "H", "H", "O", "C", "O", "C", "C", "F", "O", "H", "H", "H", "O", "C", "O", "C", "C", "F", "O", "H", "H", "H", "O", "C", "O", "C", "C", "F", "O", "H", "H", "H", "C", "C", "C", "O", "C", "O", "O", "H", "H", "H", "H", "H", "H", "C", "C", "C", "O", "C", "O", "O", "H", "H", "H", "H", "H", "H", "C", "C", "C", "O", "C", "O", "O", "H", "H", "H", "H", "H", "H", "C", "C", "C", "O", "C", "O", "O", "H", "H", "H", "H", "H", "H", "Cl", "C", "Cl", "H", "H", "Cl", "C", "Cl", "H", "H", "Cl", "C", "Cl", "H", "H"],
  "positions_angstrom": [[3.03652, -0.93018, 1.92571], [2.11086, -0.45748, 1.34758], [0.87872, -0.31435, 1.87187], [0.04749, 0.35082, 0.91644], [0.78341, 0.04582, -0.37489], [0.65687, 1.05280, -1.26458], [2.14445, 0.02540, 0.08333], [-0.94477, -0.09623, 0.91087], [-0.09359, 1.41554, 1.09534], [0.52629, -0.88809, -0.86640], [3.80557, -4.70709, 3.11393], [2.82204, -4.19856, 3.52619], [1.80653, -3.72706, 2.77722], [0.88655, -3.04377, 3.62881], [1.23465, -3.58059, 5.00798], [0.43931, -4.65462, 5.33369], [2.54889, -3.99833, 4.85128], [1.05855, -1.96919, 3.58163], [-0.13065, -3.27630, 3.32727], [1.13625, -2.83996, 5.79537], [2.55109, 1.51966, 6.71691], [3.31221, 0.73983, 6.26256], [4.66598, 0.80006, 6.34214], [5.14977, 0.07020, 5.21375], [4.11260, -1.02717, 5.09459], [4.40455, -2.06327, 5.92732], [2.95129, -0.38615, 5.56348], [5.17299, 0.69742, 4.31971], [6.15147, -0.31139, 5.38929], [3.94354, -1.38650, 4.08115], [8.14327, -2.75899, -1.36976], [6.99157, -2.76613, -1.11081], [5.99971, -2.29117, -1.89408], [4.83086, -2.13968, -1.09723], [5.09763, -3.05352, 0.09527], [4.44149, -4.24983, -0.08678], [6.46625, -3.29373, 0.03742], [4.70369, -1.09581, -0.81446], [3.94159, -2.47221, -1.62753], [4.78043, -2.66470, 1.05845], [-3.43928, -2.48674, -3.13469], [-3.52845, -2.29551, -1.64416], [-3.88167, -3.55375, -0.84213], [-2.75553, -3.75330, 0.01512], [-1.87272, -2.75829, -0.13922], [-0.84819, -2.65211, 0.46552], [-2.26015, -1.91107, -1.10897], [-2.64863, -3.19852, -3.36400], [-3.24781, -1.53906, -3.64110], [-4.39271, -2.78907, -3.57701], [-4.25381, -1.51502, -1.39825], [-3.96601, -4.45990, -1.44597], [-4.82110, -3.45510, -0.30449], [-4.83588, 1.34845, -6.09096], [-3.60571, 2.12334, -5.75406], [-3.80345, 3.42972, -5.00589], [-2.66234, 3.51144, -4.15417], [-2.11424, 2.27829, -4.02737], [-1.16721, 1.99718, -3.37814], [-2.83520, 1.37845, -4.75774], [-5.40987, 1.91410, -6.83728], [-5.51698, 1.26186, -5.24498], [-4.61845, 0.37782, -6.52636], [-2.93530, 2.23716, -6.60856], [-4.74182, 3.41073, -4.44423], [-3.81774, 4.31718, -5.63590], [4.99492, 2.04579, 1.59384], [5.03072, 1.95214, 0.09683], [5.48848, 3.20149, -0.66781], [6.44294, 2.68930, -1.60869], [6.80562, 1.42581, -1.27204], [7.68790, 0.82113, -1.77790], [6.00957, 0.96531, -0.27595], [4.30379, 2.84459, 1.88016], [5.97247, 2.25349, 2.02834], [4.62911, 1.11473, 2.02702], [4.06831, 1.63655, -0.31097], [5.99246, 3.94185, -0.04474], [4.68045, 3.65709, -1.23303], [-6.26631, 2.14530, -2.10303], [-5.33249, 3.16471, -1.51021], [-5.71788, 3.63900, -0.10679], [-4.49118, 3.60428, 0.61966], [-3.54358, 2.96628, -0.10062], [-2.43569, 2.77535, 0.27389], [-4.05251, 2.52704, -1.27699], [-7.20218, 2.61940, -2.40618], [-6.47135, 1.33278, -1.40824], [-5.80898, 1.70854, -2.99185], [-5.13057, 4.00795, -2.17197], [-6.41836, 2.96103, 0.38387], [-6.13549, 4.64325, -0.11415], [-0.27599, 2.74508, 3.63643], [-1.86813, 2.34811, 4.25986], [-2.39741, 3.44815, 5.52401], [-2.58551, 2.36490, 3.44428], [-1.84003, 1.33304, 4.64479], [-0.56673, -2.17342, -6.34392], [-0.15205, -0.79967, -5.30998], [-0.34050, -1.18294, -3.59521], [0.89005, -0.56492, -5.48127], [-0.81209, 0.03071, -5.52124], [-6.11065, -1.70920, 1.27273], [-5.21210, -0.63737, 2.35116], [-3.52476, -0.45377, 1.84346], [-5.68550, 0.33385, 2.28459], [-5.20446, -1.02055, 3.36281]],
  "forces_ev_per_a": [[0.4, 0.0, 0.1], [-0.5, 0.3, 0.0], [0.2, 0.2, 0.1], [-0.8, -0.6, -0.6], [0.0, 1.1, 0.0], [0.2, 0.0, 0.0], [0.0, -0.7, -0.1], [0.2, -0.2, 0.1], [0.5, 0.1, 0.1], [0.1, -0.1, 0.1], [0.2, 0.0, 0.0], [-0.3, 0.0, -0.2], [0.1, 0.1, 0.0], [-0.2, -0.1, 0.1], [-0.4, 0.4, -0.5], [0.1, -0.1, 0.0], [0.1, -0.2, 0.4], [0.0, 0.0, -0.1], [0.0, 0.0, 0.0], [0.2, -0.1, 0.2], [-0.1, 0.0, 0.2], [0.2, -0.3, 0.1], [-0.2, 0.4, -0.5], [0.4, -0.4, 0.0], [0.1, 0.3, -0.3], [0.1, -0.1, 0.1], [-0.1, 0.2, -0.1], [-0.2, 0.1, 0.1], [-0.1, 0.0, 0.3], [-0.1, -0.1, 0.1], [0.1, -0.1, -0.1], [-0.1, -0.2, -0.1], [0.0, 0.2, 0.1], [-0.3, -0.1, 0.2], [-0.5, -0.2, -0.3], [0.0, 0.0, 0.0], [0.2, 0.4, 0.3], [0.2, 0.0, 0.1], [0.1, -0.1, -0.2], [0.2, 0.0, 0.1], [-0.2, 0.4, -0.4], [-0.7, 0.0, 0.0], [0.1, -0.6, -0.6], [-0.3, 0.2, 0.5], [0.2, -0.1, -0.2], [-0.1, 0.1, 0.1], [0.1, 0.2, 0.1], [-0.1, 0.0, -0.2], [0.4, 0.0, 0.2], [0.0, -0.4, 0.4], [0.2, 0.1, 0.0], [0.1, 0.2, -0.2], [0.3, 0.1, 0.4], [-0.8, 0.6, -0.6], [0.6, -0.5, 0.8], [-0.2, 0.3, -0.4], [-0.1, 0.0, 0.0], [-0.4, -0.4, 0.0], [0.1, 0.3, 0.0], [0.1, 0.3, -0.3], [0.2, -0.1, 0.0], [0.2, -0.2, 0.2], [0.1, -0.1, 0.1], [-0.2, 0.1, -0.1], [0.2, -0.1, 0.3], [0.1, -0.1, -0.1], [-0.4, 0.2, 0.3], [0.2, -0.1, -0.3], [0.3, -0.3, -0.2], [0.0, 0.0, 0.1], [-0.2, 0.3, 0.0], [0.0, -0.1, 0.0], [0.1, 0.0, -0.1], [0.1, 0.0, 0.1], [0.1, 0.1, -0.2], [0.0, 0.0, -0.1], [0.0, -0.2, 0.2], [-0.1, 0.0, 0.1], [0.0, 0.1, 0.1], [0.0, 0.1, -0.5], [0.4, -0.5, 0.4], [-0.1, -0.1, -0.1], [0.0, 0.4, -0.1], [-0.1, -0.4, -0.1], [0.2, -0.1, 0.1], [-0.1, 0.3, 0.1], [0.0, -0.1, 0.1], [0.0, 0.1, 0.1], [0.0, 0.0, 0.0], [-0.2, 0.0, -0.1], [-0.1, 0.0, -0.1], [0.1, 0.1, 0.2], [0.2, 0.1, -0.1], [-0.3, -0.5, -0.3], [-0.1, 0.1, 0.1], [0.1, 0.3, -0.1], [0.1, 0.1, 0.2], [-0.1, 0.0, -0.1], [0.2, -0.1, 0.3], [0.1, -0.1, 0.0], [0.0, 0.1, -0.1], [0.0, 0.0, -0.1], [-0.1, -0.1, 0.1], [0.2, 0.3, -0.2], [0.0, 0.0, 0.0], [0.0, 0.0, 0.1], [-0.2, -0.1, 0.0]],
  "lumo_energy_ev": -0.3084,
  "total_energy_ev": -167975.2642,
  "total_charge": 0,
  "homo_energy_ev": -10.475,
  "max_force_ev_per_a": 1.2,
  "homo_lumo_gap_ev": 10.1671,
  "smiles": "O=C1OC[C@@H](F)O1.O=C1OC[C@@H](F)O1.O=C1OC[C@@H](F)O1.O=C1OC[C@@H](F)O1.C[C@H]1COC(=O)O1.C[C@H]1COC(=O)O1.C[C@H]1COC(=O)O1.C[C@H]1COC(=O)O1.ClCCl.ClCCl.ClCCl",
  "e_above_lowest_kj_mol": 0.0
}